(1)
Entry from the OMol25 dataset: a molecular structure, C25H42BrHgNOP2 (wB97M-V/def2-TZVPD).

Element x y z (Å)
1 N -6.88863 5.30080 -3.98996
2 C -6.57685 5.69413 -2.75663
3 C -5.67118 4.98673 -1.94852
4 C -5.01837 3.84491 -2.48123
5 C -5.39813 3.42455 -3.78495
6 C -6.32977 4.20390 -4.48936
7 C -3.98725 3.17333 -1.70745
8 Hg 1.17503 -0.41519 0.45848
9 P 4.67503 -0.63251 0.99556
10 C -3.00942 2.39586 -2.24636
11 C -1.84137 2.07756 -1.48241
12 C -0.62676 1.77391 -2.13544
13 C 0.53308 1.58078 -1.36786
14 C 0.37002 1.56318 0.03265
15 C -0.77930 1.95372 0.69814
16 C -1.92391 2.14705 -0.07289
17 Br 1.51333 1.78036 2.51890
18 H -3.99476 3.43412 -0.63986
19 H -3.01834 2.12585 -3.29950
20 H -5.49089 5.35823 -0.94345
21 H -5.00013 2.50918 -4.23282
22 H -7.06120 6.59460 -2.39594
23 H -6.63073 3.91788 -5.49904
24 H -0.61239 1.71993 -3.22852
25 H -2.87668 2.35235 0.41278
26 H 1.47619 1.33483 -1.86345
27 H -0.84577 2.04590 1.78106
28 P -0.22125 -2.36115 0.60144
29 C 4.38500 1.15989 0.87534
30 C 5.67514 1.98951 0.84178
31 H 3.77953 1.44464 1.75357
32 H 3.78083 1.33483 -0.02640
33 H 5.45859 3.00913 1.17541
34 H 6.44096 1.57303 1.50672
35 H 6.09052 2.05446 -0.16839
36 C 4.08045 -1.36558 -0.56308
37 C 5.15611 -2.25025 -1.21452
38 H 3.82535 -0.51733 -1.21749
39 H 3.17669 -1.95872 -0.33806
40 H 4.89911 -2.43077 -2.26339
41 H 6.14740 -1.77899 -1.18397
42 H 5.22448 -3.22576 -0.72114
43 C 3.76287 -1.35342 2.40179
44 C 4.70928 -1.94599 3.46434
45 H 3.11488 -2.13804 1.99064
46 H 3.16025 -0.53122 2.81782
47 H 4.19222 -2.72763 4.03438
48 H 5.60452 -2.40019 3.01395
49 H 5.04443 -1.18593 4.18102
50 C -0.23904 -3.16497 2.22513
51 C -1.14823 -4.39431 2.30539
52 H -0.52594 -2.39385 2.95620
53 H 0.80029 -3.45317 2.44853
54 H -2.17657 -4.11407 2.56198
55 H -1.16602 -4.97164 1.37109
56 H -0.77894 -5.05918 3.09543
57 C 0.30743 -3.48868 -0.71666
58 C 0.06728 -2.96562 -2.12928
59 H -0.22432 -4.43453 -0.55553
60 H 1.37909 -3.67607 -0.55510
61 H -0.98002 -3.08644 -2.43305
62 H 0.33878 -1.90547 -2.25097
63 H 0.67864 -3.53687 -2.84036
64 C -1.87449 -1.73546 0.15240
65 C -2.78579 -1.35805 1.31575
66 H -2.32546 -2.51187 -0.48452
67 H -1.72006 -0.85259 -0.48852
68 H -3.59600 -0.72368 0.93727
69 H -3.24638 -2.24227 1.77442
70 H -2.25893 -0.79847 2.09922
71 O -0.85867 -0.21012 3.74031
72 H -1.21778 0.02661 4.60363
73 H -0.09706 0.41030 3.57356

Properties
LUMO energy (alpha / beta) ... -7.815 / -9.032 eV
Net charge ... +2
HOMO level (alpha / beta) ... -12.79 / -12.84 eV
Energy relative to the best compared isomer or geometry (same formula, charge and spin) ... 16.3 kJ/mol
2S+1 ... 1
Gap between HOMO and LUMO (alpha / beta) ... 4.97 / 3.81 eV


(2)
Entry from the OMol25 dataset: a molecular structure, C25H42BrNOP2V (wB97M-V/def2-TZVPD).

Element x y z (Å)
1 N -5.80940 2.45993 -3.21617
2 C -5.89160 2.80572 -1.93131
3 C -4.84516 2.62149 -1.02024
4 C -3.64593 2.03215 -1.46867
5 C -3.54825 1.70713 -2.83842
6 C -4.66787 1.93314 -3.65931
7 C -2.52139 1.81279 -0.57007
8 V -1.54367 0.27254 0.40467
9 P 3.24461 -0.72239 0.60423
10 C -1.15955 1.56690 -1.04560
11 C -0.00131 2.14811 -0.32533
12 C 1.18249 2.31560 -1.05106
13 C 2.22243 3.10495 -0.54495
14 C 2.16478 3.60510 0.78195
15 C 0.98953 3.33723 1.55244
16 C -0.08667 2.61565 1.00802
17 Br 3.56750 4.47252 1.52461
18 H -2.64189 2.21967 0.45659
19 H -0.98117 1.42183 -2.10621
20 H -4.97310 2.97242 0.00288
21 H -2.63912 1.31116 -3.28951
22 H -6.83089 3.24678 -1.58938
23 H -4.62232 1.66383 -4.71510
24 H 1.20750 1.86495 -2.04806
25 H -1.00167 2.45958 1.61950
26 H 3.08647 3.30873 -1.17307
27 H 0.89658 3.69232 2.58402
28 P -0.93354 -1.93167 0.05129
29 C 4.44104 0.64750 0.96017
30 C 5.90423 0.41801 0.54549
31 H 4.39829 0.86486 2.04272
32 H 4.03405 1.53005 0.44110
33 H 6.44301 1.36838 0.65902
34 H 6.41016 -0.31601 1.18843
35 H 6.00004 0.09654 -0.49973
36 C 2.85719 -0.49073 -1.15929
37 C 3.76617 -1.36666 -2.04383
38 H 2.97710 0.57077 -1.40062
39 H 1.79716 -0.74561 -1.31266
40 H 3.33236 -1.46169 -3.04663
41 H 4.76394 -0.92630 -2.15700
42 H 3.89610 -2.37580 -1.62899
43 C 2.00582 -0.39048 1.87287
44 C 2.51773 -0.99295 3.19865
45 H 1.07114 -0.87481 1.54615
46 H 1.82767 0.69044 1.91942
47 H 1.68223 -1.34098 3.81711
48 H 3.17103 -1.85930 3.00984
49 H 3.09894 -0.26430 3.77677
50 C -0.69012 -2.76318 1.68388
51 C -1.46383 -4.05619 1.90880
52 H -0.92625 -2.04904 2.48961
53 H 0.39059 -2.93892 1.79310
54 H -2.54791 -3.94849 1.81281
55 H -1.15058 -4.85901 1.23655
56 H -1.25698 -4.39744 2.92870
57 C -0.11432 -2.93819 -1.24085
58 C -0.25379 -2.35198 -2.64829
59 H -0.57968 -3.93508 -1.17372
60 H 0.94473 -3.03563 -0.94584
61 H -1.28398 -2.45946 -3.00999
62 H 0.02345 -1.28816 -2.70105
63 H 0.39285 -2.90632 -3.33983
64 C -2.74361 -2.05947 -0.29496
65 C -3.66349 -1.14971 0.52292
66 H -2.91958 -3.11351 -0.01477
67 H -2.95435 -1.99070 -1.36838
68 H -4.55647 -0.89125 -0.05438
69 H -4.05228 -1.72847 1.38003
70 H -3.28493 -0.18804 0.96124
71 O -1.29255 0.43133 3.11276
72 H -2.07373 0.60184 3.68508
73 H -0.55598 0.91601 3.54989

Properties
LUMO energy (alpha / beta) ... -5.897 / -9.141 eV
Net charge ... +2
HOMO level (alpha / beta) ... -13.25 / -12.59 eV
Energy relative to the best compared isomer or geometry (same formula, charge and spin) ... 0.0 kJ/mol
2S+1 ... 4
Gap between HOMO and LUMO (alpha / beta) ... 7.35 / 3.45 eV


(3)
Entry from the OMol25 dataset: a molecular structure, C25H42CaN2O4Si2 (wB97M-V/def2-TZVPD).

Element x y z (Å)
1 Ca -0.59793 -0.33852 -0.85206
2 O -2.60417 -0.74146 -1.52390
3 N -3.44321 -0.59637 -0.59170
4 N -3.00294 -0.21717 0.55263
5 O -1.77426 0.02670 0.87504
6 C -3.97531 -0.05304 1.53453
7 C -5.27090 -0.56685 1.39667
8 C -6.17654 -0.41587 2.42425
9 C -5.82595 0.24910 3.59223
10 C -4.55009 0.77983 3.71696
11 C -3.62766 0.62333 2.70704
12 H -5.52876 -1.09211 0.49295
13 H -7.17514 -0.82356 2.33178
14 H -6.53546 0.34236 4.40333
15 H -4.28110 1.31514 4.61836
16 H -2.62016 1.00384 2.78532
17 C 0.10852 -5.63584 0.94829
18 Si 0.21279 -3.70957 0.58982
19 C -0.51143 -2.99184 2.21941
20 C 2.11228 -3.47196 0.45388
21 C -0.65613 -2.96425 -0.85226
22 H 0.63788 -5.92745 1.85457
23 H 0.53566 -6.20941 0.12901
24 H -0.92320 -5.96157 1.06144
25 H 0.19921 -2.99153 3.04218
26 H -1.39274 -3.54453 2.54241
27 H -0.81653 -1.96517 2.04129
28 H 2.63662 -3.63550 1.39338
29 H 2.33466 -2.46568 0.11528
30 H 2.53523 -4.15961 -0.27716
31 H -1.72887 -3.17914 -0.82594
32 H -0.26385 -3.32576 -1.80779
33 C -0.26133 4.42506 -2.67385
34 Si -1.30644 3.25075 -1.55008
35 C -1.03863 3.92192 0.24156
36 C -3.10455 3.83952 -1.97580
37 O -0.98511 1.74996 -1.75957
38 H -0.33848 5.46560 -2.36758
39 H -0.58644 4.36234 -3.70900
40 H 0.78693 4.14590 -2.64273
41 H -1.69836 4.74948 0.49829
42 H -0.01521 4.25763 0.39464
43 H -1.22349 3.12012 0.94994
44 H -3.21808 4.91300 -1.83089
45 H -3.84665 3.34245 -1.35606
46 H -3.35421 3.62706 -3.01241
47 C 1.78265 2.02341 1.59012
48 C 2.66277 0.79328 1.81687
49 C 1.81386 -0.35610 2.35755
50 C 3.38314 0.42937 0.53473
51 C 4.76086 0.48646 0.51146
52 C 5.48822 0.23754 -0.64139
53 C 4.78679 -0.01506 -1.80935
54 C 3.40968 -0.07687 -1.84152
55 C 2.72076 -0.26366 -3.17611
56 C 1.89772 -1.54845 -3.22083
57 C 1.84122 0.94705 -3.49516
58 C 2.64249 0.08632 -0.64300
59 O 1.37489 -0.06130 -0.62029
60 H 1.25149 2.29424 2.50445
61 H 1.05639 1.80281 0.81024
62 H 2.38819 2.87443 1.27680
63 H 3.42597 1.04743 2.57448
64 H 1.03093 -0.59763 1.64283
65 H 1.35415 -0.07196 3.30566
66 H 2.42848 -1.24031 2.51283
67 H 5.29306 0.74225 1.42493
68 H 6.57160 0.26829 -0.63338
69 H 5.34130 -0.15563 -2.73302
70 H 3.50458 -0.33297 -3.94948
71 H 1.10185 -1.48442 -2.48313
72 H 2.51894 -2.41235 -2.98585
73 H 1.45730 -1.69019 -4.20925
74 H 1.08242 1.07366 -2.72559
75 H 1.34032 0.81995 -4.45618
76 H 2.44754 1.85303 -3.53718

Properties
LUMO energy ... 4.524 eV
Net charge ... -2
HOMO level ... -1.10 eV
2S+1 ... 1
Gap between HOMO and LUMO ... 5.62 eV


For the records above, the corresponding E values read -4517.24197; -5307.82859; -2645.00524 hartree.
For the records above, the corresponding max |F| values read 0.0343; 0.0648; 0.0421 hartree/bohr.